Record 1
A cluster of 9 separate species, C5H28NO9 in total at a distorted geometry, computed with ωB97M-V/def2-TZVPD.

CARTESIAN COORDINATES (ANGSTROEM)
C  1.4535  1.6777  -0.0133
C  0.7141  2.3165  1.1724
C  1.5492  3.4709  1.6959
C  0.5015  1.2910  2.2917
N  0.5224  0.9132  -0.8806
C  1.2254  0.0309  -1.8391
O  1.4060  -1.2824  -1.3811
H  1.9189  2.4689  -0.6108
H  2.2807  1.0303  0.3414
H  -0.2705  2.6727  0.8403
H  1.6577  4.2513  0.9514
H  2.5439  3.1554  2.0072
H  1.0943  3.9392  2.5799
H  -0.0253  1.7285  3.1449
H  -0.0487  0.4184  1.9131
H  1.4513  0.8916  2.6332
H  -0.0645  0.3181  -0.3039
H  0.5658  -0.0229  -2.7174
H  2.2177  0.4292  -2.0718
H  -1.5745  2.2391  -1.2980
H  -2.8763  1.9957  -0.5150
O  -2.5317  2.4363  -1.3388
H  1.6922  -1.0754  1.2819
H  1.3067  -2.1715  2.2308
O  1.9858  -1.4680  2.1146
H  -1.7864  0.1593  -2.9462
H  -2.8143  1.2193  -2.5224
O  -2.7155  0.3817  -3.0498
H  0.5526  -4.0911  1.5556
H  -0.2820  -2.8709  1.0485
O  0.0678  -3.3251  1.9097
H  -3.1055  -0.9151  -1.3081
H  -2.2015  -1.6499  -0.2841
O  -3.1234  -1.2493  -0.3900
H  -0.8857  -3.0274  -0.8863
H  0.4998  -1.6985  -0.9231
O  -0.6682  -2.2480  -0.3464
H  -2.7301  0.8991  1.6305
H  -3.3449  0.1661  0.3919
O  -3.3239  1.0346  0.8835
H  2.9977  -1.9969  -1.0255
H  3.6402  -2.2254  0.3119
O  3.8259  -2.3589  -0.6351

Output
Frontier orbital gap = 9.59 eV
Charge = -1
ΔE to the lowest compared entry with this formula, charge and spin = 0.00 kcal per mole
Strongest force on any atom = 0.0261 Eh/bohr

Atom charges from the natural (NBO) analysis, given in e for atoms 1 to 6: number 1, C, carries -0.214; number 2, C, carries -0.238; number 3, C, carries -0.599; number 4, C, carries -0.614; number 5, N, carries -0.687; number 6, C, carries 0.110

=====

Record 2
An isolated molecule of C5H10N2O2 at a distorted geometry, computed with ωB97M-V/def2-TZVPD.

CARTESIAN COORDINATES (ANGSTROEM)
C  2.0091  -0.1388  -1.3806
C  1.0417  -0.1205  -0.2324
C  1.0327  0.8455  0.8835
N  1.4823  -0.6736  1.0218
O  -0.2202  1.2073  1.2335
H  0.7522  -1.1183  1.5734
H  1.8231  1.5536  1.0913
H  1.7062  0.5777  -2.1398
H  3.0004  0.1172  -1.0200
H  2.0463  -1.1352  -1.8128
C  -2.4785  0.2961  0.6212
C  -1.1242  0.6789  0.0840
O  -0.8005  -1.6556  -0.2007
N  -0.3814  -0.3405  -0.5914
H  -0.3020  -2.2483  -0.7900
H  -1.1727  1.5411  -0.5927
H  -2.9060  1.1576  1.1240
H  -2.3822  -0.5281  1.3241
H  -3.1263  -0.0160  -0.1963

Output
SMILES = C[C@H]1O[C@H]2N[C@@]2(C)N1O
Frontier orbital gap = 9.90 eV
Charge = 0
ΔE to the lowest compared entry with this formula, charge and spin = 97.18 kcal per mole
Strongest force on any atom = 0.0436 Eh/bohr

Atom charges from the natural (NBO) analysis, given in e for atoms 1 to 6: number 1, C, carries -0.609; number 2, C, carries 0.169; number 3, C, carries 0.209; number 4, N, carries -0.632; number 5, O, carries -0.533; number 6, H, carries 0.370

=====

Record 3
An isolated molecule of C3H5NO at a distorted geometry, computed with ωB97M-V/def2-TZVPD.

CARTESIAN COORDINATES (ANGSTROEM)
C  -0.9185  -1.0085  -0.2091
C  0.3359  -0.2679  -0.4700
C  0.7153  0.6382  0.5991
H  -1.7275  -0.3822  0.1875
H  1.0843  -0.8599  -0.9616
H  -0.0050  0.7173  1.4667
H  1.7782  0.6850  0.8749
H  -0.6066  1.5192  -0.5331
N  0.3456  1.1908  -0.6695
O  -1.0017  -2.2320  -0.2850

Output
SMILES = O=C[C@@H]1CN1
Frontier orbital gap = 11.05 eV
Charge = 0
ΔE to the lowest compared entry with this formula, charge and spin = 38.82 kcal per mole
Strongest force on any atom = 0.0516 Eh/bohr

Atom charges from the natural (NBO) analysis, given in e for atoms 1 to 6: number 1, C, carries 0.417; number 2, C, carries -0.211; number 3, C, carries -0.234; number 4, H, carries 0.101; number 5, H, carries 0.225; number 6, H, carries 0.193

=====

Record 4
A structure of composition C32H33IN5STi, computed with ωB97M-V/def2-TZVPD.

CARTESIAN COORDINATES (ANGSTROEM)
Ti  -0.0059  0.0087  -0.5740
I  0.2102  -0.1349  -3.4457
C  -1.8252  0.1311  -3.6872
C  -2.4206  0.2722  -4.9069
C  -3.8287  0.3882  -4.9492
C  -4.5683  0.3345  -3.7982
C  -3.9367  0.1772  -2.5415
C  -4.6693  0.0724  -1.3273
C  -4.0439  -0.1085  -0.1248
C  -2.6322  -0.1647  -0.0675
C  -1.8878  -0.0422  -1.2222
C  -2.5311  0.0943  -2.4815
H  -1.8491  0.2893  -5.8253
H  -4.3176  0.5062  -5.9065
H  -5.6479  0.4064  -3.8350
H  -5.7511  0.1155  -1.3712
H  -4.6164  -0.2156  0.7860
H  -2.1846  -0.3481  0.9090
N  2.1913  0.2769  2.9817
C  1.4003  0.1548  4.1713
C  2.0134  -0.1301  5.3744
C  1.2209  -0.2777  6.5072
C  -0.1586  -0.1683  6.4130
C  -0.7654  0.0912  5.1886
C  0.0284  0.2731  4.0675
S  -0.6997  0.7842  2.5565
N  0.4721  0.1876  1.4033
C  1.7517  0.1461  1.7446
C  2.7478  -0.0619  0.6484
C  4.0931  -0.2364  0.8977
C  4.9753  -0.3716  -0.1697
C  4.4708  -0.3291  -1.4515
C  3.1034  -0.1771  -1.6214
N  2.2410  -0.0534  -0.6082
H  3.1884  0.2935  3.1303
H  3.0899  -0.2349  5.4417
H  1.6861  -0.4865  7.4604
H  -0.7713  -0.2891  7.2956
H  -1.8431  0.1699  5.1210
H  4.4929  -0.2803  1.9005
H  6.0339  -0.5049  0.0097
H  5.1101  -0.4184  -2.3188
H  2.7006  -0.1486  -2.6209
C  -0.4894  5.1735  -2.1127
C  0.0206  4.7111  -0.7381
C  1.4380  5.2343  -0.4593
C  -0.9535  5.1088  0.3826
C  0.0842  3.2317  -0.7625
N  0.1248  2.0816  -0.7779
H  -0.5476  6.2616  -2.0907
H  -1.4842  4.7829  -2.3245
H  0.1920  4.8847  -2.9123
H  1.3863  6.3226  -0.4346
H  2.1360  4.9456  -1.2445
H  1.8101  4.8912  0.5059
H  -1.0040  6.1974  0.3965
H  -0.6046  4.7697  1.3578
H  -1.9562  4.7230  0.2014
C  0.2371  -5.2172  0.9160
C  0.2291  -4.7102  -0.5332
C  1.5279  -5.0865  -1.2646
C  -1.0090  -5.2110  -1.2947
C  0.1585  -3.2300  -0.5045
N  0.1079  -2.0807  -0.4944
H  0.2834  -6.3054  0.8792
H  -0.6696  -4.9336  1.4492
H  1.1085  -4.8587  1.4635
H  1.5856  -6.1745  -1.2926
H  2.4072  -4.7148  -0.7385
H  1.5332  -4.7205  -2.2910
H  -0.9664  -6.2999  -1.3132
H  -1.0198  -4.8523  -2.3236
H  -1.9328  -4.9152  -0.7986

Output
Frontier orbital gap = 6.01 eV
Charge = +3
ΔE to the lowest compared entry with this formula, charge and spin = 8.90 kcal per mole
Strongest force on any atom = 0.0135 Eh/bohr

Atom charges from the Mulliken analysis, given in e for atoms 1 to 6: number 1, Ti, carries -0.803; number 2, I, carries 0.314; number 3, C, carries 0.629; number 4, C, carries -0.668; number 5, C, carries -0.712; number 6, C, carries -0.926

=====

Record 5
A cluster of 2 separate species, C2H2O2S2 in total at a distorted geometry, computed with ωB97M-V/def2-TZVPD.

CARTESIAN COORDINATES (ANGSTROEM)
C  0.0605  -0.8954  1.4369
C  3.0757  -0.3847  -0.3240
O  -1.0874  0.5458  -0.6097
O  2.5093  -1.1420  -0.9722
S  3.6980  0.5681  0.6504
S  -0.7115  0.3816  1.0862
H  0.2267  -1.9072  1.0062
H  -1.9123  0.9985  -0.7679

Output
Frontier orbital gap = 9.33 eV
Charge = 0
ΔE to the lowest compared entry with this formula, charge and spin = 56.92 kcal per mole
Strongest force on any atom = 0.0713 Eh/bohr

Atom charges from the natural (NBO) analysis, given in e for atoms 1 to 6: number 1, C, carries -0.612; number 2, C, carries 0.392; number 3, O, carries -0.935; number 4, O, carries -0.455; number 5, S, carries 0.063; number 6, S, carries 0.834

=====

Record 6
A cluster of 3 separate species, C2H13N6 in total at a distorted geometry, computed with ωB97M-V/def2-TZVPD.

CARTESIAN COORDINATES (ANGSTROEM)
C  0.0847  -1.8041  1.7502
C  -0.4716  0.7998  -0.0800
N  0.9606  -2.6584  1.1694
N  -1.1662  -2.3995  1.8389
N  0.4150  -0.6882  2.2765
N  -0.7505  1.1307  -1.3416
N  0.5312  1.2295  0.5861
N  0.4841  2.7435  -3.2092
H  0.6460  -3.6483  0.9172
H  1.8794  -2.7442  1.6035
H  -1.2593  -3.4377  1.7388
H  -1.9351  -2.0229  2.3149
H  -1.0159  0.0334  0.4629
H  -0.2676  -0.2692  2.8980
H  -0.1645  1.8639  -1.9159
H  -1.6303  0.7601  -1.7063
H  0.9660  0.7023  1.4175
H  1.0909  1.8280  -0.0402
H  0.8528  3.7265  -3.1448
H  -0.3779  2.5997  -3.6152
H  1.1282  2.2552  -3.9208

Output
Frontier orbital gap = 10.52 eV
Charge = +1
ΔE to the lowest compared entry with this formula, charge and spin = 7.19 kcal per mole
Strongest force on any atom = 0.0899 Eh/bohr

Atom charges from the natural (NBO) analysis, given in e for atoms 1 to 6: number 1, C, carries 0.603; number 2, C, carries 0.386; number 3, N, carries -0.816; number 4, N, carries -0.840; number 5, N, carries -0.849; number 6, N, carries -0.780

=====

Record 7
A cluster of 3 separate species, C6H20N5 in total at a distorted geometry, computed with ωB97M-V/def2-TZVPD.

CARTESIAN COORDINATES (ANGSTROEM)
C  -4.0403  1.0458  0.3556
C  -0.7574  -2.9040  0.2583
C  0.8947  1.3624  -1.4466
C  1.5076  2.3154  0.7567
C  -2.8065  0.3634  -0.3674
C  0.3195  -0.7495  0.2198
N  3.7335  -1.1754  0.0779
N  0.3602  -2.0095  -0.0330
N  -1.5472  0.8413  0.1657
N  1.4089  -0.0759  0.3323
N  1.6024  1.1851  -0.1763
H  -4.9991  0.8377  -0.2020
H  -4.0406  0.8193  1.3143
H  -3.6332  2.0338  0.1716
H  -1.5809  -2.4796  0.7654
H  -1.2257  -3.1659  -0.7264
H  -0.1966  -3.6370  0.8227
H  1.3748  2.1558  -2.0107
H  1.0845  0.4572  -1.9532
H  -0.1550  1.5497  -1.3417
H  2.4027  2.8901  0.8068
H  0.7803  3.0181  0.4725
H  1.2851  1.9385  1.8170
H  -2.9285  -0.7060  -0.2761
H  -2.8101  0.4633  -1.4376
H  3.7091  -1.8854  -0.7470
H  3.9633  -1.7137  1.0251
H  1.2477  -2.5226  -0.1610
H  -1.5479  0.7370  1.1520
H  2.4612  -0.7416  0.4056
H  4.1332  -0.2477  -0.0401

Output
Frontier orbital gap (spin up / spin down) = 7.29 / 8.07 eV
Charge = +1
ΔE to the lowest compared entry with this formula, charge and spin = 114.99 kcal per mole
Strongest force on any atom = 0.1266 Eh/bohr

Atom charges from the natural (NBO) analysis, given in e for atoms 1 to 6: number 1, C, carries -0.589; number 2, C, carries -0.414; number 3, C, carries -0.428; number 4, C, carries -0.420; number 5, C, carries -0.284; number 6, C, carries 0.588

=====

Record 8
A cluster of 2 separate species, C4H9O3 in total at a distorted geometry, computed with ωB97M-V/def2-TZVPD.

CARTESIAN COORDINATES (ANGSTROEM)
O  -0.8976  0.0571  1.9528
C  -0.0337  0.9553  1.7418
O  0.3752  1.8414  2.5025
C  0.6451  0.8685  0.3281
C  -0.3140  0.5963  -0.8549
C  0.4664  -0.1489  -2.0194
H  1.5822  0.3280  0.3112
H  1.0056  1.9041  0.2431
H  -0.7240  1.5136  -1.2767
H  -1.2263  0.0481  -0.5257
H  0.4816  0.0900  -3.0750
H  1.4698  -0.2209  -1.5974
H  0.0925  -1.1593  -1.9712
H  -0.7567  -2.2195  0.7123
H  -0.9231  -1.8706  2.0646
O  -1.2428  -2.5833  1.4638

Output
Frontier orbital gap = 8.27 eV
Charge = -1
ΔE to the lowest compared entry with this formula, charge and spin = 17.57 kcal per mole
Strongest force on any atom = 0.0488 Eh/bohr

Atom charges from the natural (NBO) analysis, given in e for atoms 1 to 6: number 1, O, carries -0.834; number 2, C, carries 0.779; number 3, O, carries -0.758; number 4, C, carries -0.541; number 5, C, carries -0.402; number 6, C, carries -0.631

=====

- Look up the strongest force on any atom of the second one.
  0.0436 Eh/bohr

=====

- Among the records above, which one has the lowest ΔE to the lowest compared entry with this formula, charge and spin?
  C5H28NO9

=====

- strongest force on any atom of number 1 (C5H28NO9)?
  0.0261 Eh/bohr